(1)
ORCA calculation (the ωB97M-V functional and the def2-TZVPD basis) on C25H66Be2N6NaO9 as an isolated structure at a distorted geometry.

Its total energy is -2187.7291 hartree. Its net charge is +4. Its largest force on an atom is 0.144 Eh/bohr. Its spin multiplicity is 2. For the gap between HOMO and LUMO (alpha / beta), the calculation gives 0.0617 / 0.0606 hartree.

CARTESIAN COORDINATES (ANGSTROEM)
Be: -1.57 0.37 -3.14
Be: -0.67 3.54 -0.86
Na: -3.29 0.66 0.75
C: -0.44 0.57 -0.38
O: 0.11 1.05 -1.40
O: -0.72 1.29 0.56
O: -1.22 -0.33 -0.73
C: 2.67 -1.59 -2.42
C: 3.12 -0.16 -2.74
C: 4.33 -0.16 -3.68
O: 5.45 -0.82 -3.06
C: 6.64 -0.57 -3.87
N: 2.02 0.55 -3.43
H: 1.87 -1.65 -1.69
H: 3.44 -2.24 -2.01
H: 2.32 -2.12 -3.31
H: 3.26 0.25 -1.74
H: 4.45 0.89 -3.92
H: 4.05 -0.64 -4.62
H: 7.58 -0.89 -3.43
H: 6.75 0.52 -3.94
H: 6.58 -0.85 -4.92
H: 1.26 0.60 -2.77
H: 2.29 1.50 -3.66
C: -3.13 1.95 5.03
C: -2.97 1.28 3.66
C: -3.43 -0.21 3.83
O: -3.28 -0.78 2.53
C: -3.69 -2.15 2.53
N: -3.89 2.09 2.82
H: -2.63 2.92 5.10
H: -2.67 1.44 5.88
H: -4.18 2.09 5.29
H: -2.00 1.46 3.20
H: -4.45 -0.32 4.19
H: -2.86 -0.81 4.54
H: -3.89 -2.36 1.48
H: -4.61 -2.33 3.08
H: -2.84 -2.75 2.86
H: -4.80 2.15 3.24
H: -3.52 3.01 2.61
C: -3.97 -1.94 -5.52
C: -4.44 -1.12 -4.30
C: -3.90 -1.71 -2.97
O: -2.52 -1.86 -3.01
C: -2.13 -2.72 -2.02
N: -3.90 0.20 -4.51
H: -4.34 -2.97 -5.62
H: -2.88 -1.88 -5.53
H: -4.27 -1.61 -6.51
H: -5.53 -1.08 -4.33
H: -4.48 -2.63 -2.89
H: -4.41 -1.06 -2.27
H: -2.58 -2.44 -1.07
H: -1.06 -2.94 -1.95
H: -2.56 -3.71 -2.22
H: -4.39 0.79 -3.84
H: -4.21 0.54 -5.40
C: 2.32 -3.98 0.59
C: 0.84 -3.68 0.16
C: -0.07 -4.88 0.40
O: 0.41 -6.04 -0.28
C: -0.27 -7.25 0.01
N: 0.44 -2.46 0.95
H: 2.95 -3.10 0.43
H: 2.80 -4.75 -0.02
H: 2.54 -4.36 1.59
H: 0.82 -3.50 -0.91
H: -1.02 -4.70 -0.11
H: -0.24 -5.04 1.47
H: 0.24 -8.02 -0.56
H: -1.29 -7.15 -0.35
H: -0.32 -7.59 1.05
H: 0.78 -1.63 0.48
H: -0.52 -2.18 0.82
C: 6.55 1.92 0.95
C: 6.11 0.66 0.11
C: 4.85 -0.08 0.70
O: 3.89 0.96 0.96
C: 2.67 0.45 1.44
N: 6.02 1.20 -1.22
H: 6.56 1.54 1.97
H: 5.89 2.79 0.98
H: 7.55 2.27 0.69
H: 6.89 -0.10 0.18
H: 5.08 -0.55 1.65
H: 4.47 -0.76 -0.06
H: 2.50 0.10 2.46
H: 2.35 -0.33 0.75
H: 1.83 1.12 1.24
H: 5.72 0.46 -1.86
H: 6.91 1.58 -1.50
C: 0.19 5.42 2.83
C: -1.18 4.78 2.77
C: -2.36 5.76 2.87
O: -3.52 4.96 3.07
C: -4.71 5.73 3.15
N: -1.30 3.85 1.68
H: 0.16 6.30 2.19
H: 0.88 4.62 2.59
H: 0.37 5.86 3.81
H: -1.23 4.13 3.65
H: -2.60 6.49 2.10
H: -2.28 6.36 3.78
H: -5.54 5.02 3.10
H: -4.78 6.43 2.31
H: -4.75 6.36 4.04
H: -1.23 2.89 1.98
H: -2.26 3.80 1.39

---

(2)
ORCA calculation (the ωB97M-V functional and the def2-TZVPD basis) on C23H16EuO5P as an isolated structure at a distorted geometry.

Its total energy is -2313.2023 hartree. Its net charge is +2. The relative energy (zero: lowest compared OMol25 entry of this formula, charge and spin) comes out at 0.496 eV. Its largest force on an atom is 0.091 Eh/bohr. Its spin multiplicity is 7. For the gap between HOMO and LUMO (alpha / beta), the calculation gives 0.2226 / 0.2099 hartree.

CARTESIAN COORDINATES (ANGSTROEM)
O: -0.77 -0.24 -6.25
C: -0.65 -0.28 -5.10
Eu: -0.22 -0.51 -2.64
O: 2.54 -0.14 -5.23
C: 1.82 -0.31 -4.35
C: -3.09 -0.30 -3.77
O: -3.51 -0.35 -2.66
C: -1.11 -2.94 -3.47
O: -1.54 -3.95 -3.79
C: -1.06 1.99 -3.27
O: -1.44 3.00 -3.64
H: -3.78 -0.09 -4.67
C: 3.18 2.65 3.11
C: 3.74 2.05 1.97
C: 2.90 1.42 1.05
C: 1.50 1.37 1.27
C: 0.96 1.97 2.42
C: 1.81 2.61 3.35
P: 0.51 0.45 0.09
C: 0.94 -1.29 0.54
C: 1.58 -2.11 -0.41
C: 1.91 -3.43 -0.11
C: 1.70 -3.90 1.19
C: 1.15 -3.07 2.18
C: 0.77 -1.76 1.86
C: -1.25 0.67 0.66
C: -2.07 -0.33 1.20
C: -3.35 -0.03 1.67
C: -3.86 1.27 1.55
C: -3.08 2.26 0.94
C: -1.79 1.97 0.51
H: 3.83 3.15 3.82
H: 4.82 2.08 1.79
H: 3.32 0.99 0.14
H: -0.11 1.96 2.61
H: 1.37 3.07 4.25
H: 1.83 -1.70 -1.41
H: 2.31 -4.08 -0.89
H: 1.98 -4.92 1.44
H: 1.02 -3.44 3.21
H: 0.35 -1.11 2.63
H: -1.70 -1.36 1.26
H: -3.95 -0.81 2.14
H: -4.85 1.51 1.93
H: -3.48 3.27 0.82
H: -1.18 2.76 0.06

---

(3)
ORCA calculation (the ωB97M-V functional and the def2-TZVPD basis) on a 3-piece molecular cluster, C4H14O2 overall at a distorted geometry.

Its total energy is -311.2416 hartree. The SMILES is CCCC.O.O. The relative energy (zero: lowest compared OMol25 entry of this formula, charge and spin) comes out at 1.043 eV. Its largest force on an atom is 0.088 Eh/bohr. For the gap between HOMO and LUMO, the calculation gives 0.4193 hartree.

CARTESIAN COORDINATES (ANGSTROEM)
C: -0.13 -0.53 2.12
C: 0.98 -0.05 1.21
C: 0.71 -0.54 -0.23
C: 1.81 -0.10 -1.11
H: -0.35 -1.56 2.21
H: -0.08 0.04 3.18
H: -1.09 -0.06 1.89
H: 0.87 1.02 1.20
H: 1.98 -0.39 1.62
H: -0.36 -0.25 -0.50
H: 0.64 -1.61 -0.16
H: 1.74 -0.46 -2.12
H: 1.97 1.05 -1.17
H: 2.70 -0.63 -0.80
O: -1.56 2.04 -0.99
H: -0.84 1.74 -0.44
H: -1.15 2.75 -1.50
O: -2.44 -0.95 -1.14
H: -2.23 -0.18 -1.61
H: -3.16 -1.34 -1.67

---

(4)
ORCA calculation (the ωB97M-V functional and the def2-TZVPD basis) on a 2-piece molecular cluster, C23H25Si overall at a distorted geometry.

Its total energy is -1180.5897 hartree. Its net charge is +1. The relative energy (zero: lowest compared OMol25 entry of this formula, charge and spin) comes out at 0.491 eV. Its largest force on an atom is 0.059 Eh/bohr. For the gap between HOMO and LUMO, the calculation gives 0.1905 hartree.

CARTESIAN COORDINATES (ANGSTROEM)
C: 2.29 -1.85 0.72
C: 3.47 -2.55 0.42
C: 4.67 -2.16 1.07
C: 5.82 -2.86 0.77
C: 5.79 -3.91 -0.15
C: 4.60 -4.28 -0.80
C: 3.43 -3.61 -0.53
C: 1.09 -2.16 0.18
C: -0.15 -1.34 0.25
C: -1.49 -1.83 -0.17
C: -2.45 -0.92 -0.64
C: -3.63 -1.44 -1.21
C: -3.84 -2.82 -1.32
C: -2.86 -3.68 -0.83
C: -1.70 -3.19 -0.22
H: 2.36 -1.02 1.39
H: 4.64 -1.38 1.85
H: 6.74 -2.58 1.26
H: 6.71 -4.41 -0.44
H: 4.58 -5.09 -1.51
H: 2.43 -3.86 -0.92
H: 1.00 -2.99 -0.47
H: -0.15 -0.73 1.16
H: -2.23 0.14 -0.63
H: -4.40 -0.75 -1.55
H: -4.75 -3.22 -1.79
H: -2.95 -4.75 -0.98
H: -0.89 -3.83 0.15
C: 0.61 3.14 2.32
Si: -0.13 3.13 0.62
C: 1.00 2.85 -0.87
H: 0.25 -0.74 -0.61
C: -1.86 3.48 0.30
C: -1.85 4.85 -0.11
C: -3.05 5.52 -0.35
C: -4.24 4.77 -0.27
C: -4.28 3.40 0.04
C: -3.08 2.75 0.32
H: -0.18 2.80 3.04
H: 1.49 2.47 2.40
H: 0.85 4.24 2.31
H: 0.55 2.35 -1.75
H: 1.19 3.92 -1.15
H: 2.00 2.39 -0.76
H: -0.90 5.40 -0.18
H: -3.06 6.59 -0.57
H: -5.18 5.26 -0.47
H: -5.22 2.81 0.09
H: -3.03 1.69 0.60

---

(5)
ORCA calculation (the ωB97M-V functional and the def2-TZVPD basis) on C14H11Cl3N3O3SSeZr as an isolated structure at a distorted geometry.

Its total energy is -5157.4184 hartree. The relative energy (zero: lowest compared OMol25 entry of this formula, charge and spin) comes out at 0.690 eV. Its largest force on an atom is 0.023 Eh/bohr. Its spin multiplicity is 2. For the gap between HOMO and LUMO (alpha / beta), the calculation gives 0.2181 / 0.2734 hartree.

CARTESIAN COORDINATES (ANGSTROEM)
Zr: -0.09 0.17 -0.47
O: 0.90 -0.99 -1.97
N: 2.16 -1.29 -1.57
C: 3.12 -1.10 -2.50
C: 4.43 -1.35 -2.21
C: 4.74 -1.80 -0.92
C: 3.75 -1.98 0.00
C: 2.40 -1.70 -0.30
S: 1.12 -1.84 0.83
H: 2.75 -0.73 -3.44
H: 5.19 -1.18 -2.96
H: 5.77 -2.00 -0.66
H: 3.96 -2.31 1.01
C: -5.35 -3.72 -0.06
C: -4.18 -2.78 -0.16
C: -3.80 -1.98 0.91
C: -2.71 -1.15 0.79
N: -1.98 -1.05 -0.33
C: -2.35 -1.81 -1.37
C: -3.42 -2.68 -1.32
H: -6.26 -3.17 0.17
H: -5.19 -4.44 0.74
H: -5.50 -4.26 -0.98
H: -4.34 -2.00 1.85
H: -2.39 -0.53 1.62
H: -1.76 -1.73 -2.27
H: -3.66 -3.27 -2.20
Cl: -3.99 3.23 -0.32
C: -2.39 3.56 -1.00
Cl: -2.55 4.00 -2.70
Cl: -1.59 4.85 -0.11
C: -1.55 2.27 -0.83
O: -1.05 1.70 -1.83
O: -1.38 1.84 0.34
Se: 1.34 1.69 2.89
C: 1.66 1.63 1.13
N: 1.75 1.50 -0.04

---

(6)
ORCA calculation (the ωB97M-V functional and the def2-TZVPD basis) on a 11-piece molecular cluster, C36H46Cl2F10NO31P2S overall at a distorted geometry.

Its total energy is -6786.4203 hartree. Its net charge is +1. Its largest force on an atom is 0.038 Eh/bohr. For the gap between HOMO and LUMO, the calculation gives 0.3378 hartree.

CARTESIAN COORDINATES (ANGSTROEM)
C: -1.24 0.25 0.84
C: 0.23 0.69 0.96
C: 0.49 1.70 2.11
Cl: 1.81 1.05 3.14
N: 0.80 3.10 1.65
P: 2.37 3.23 0.69
O: 2.08 2.83 -0.69
P: -0.52 3.67 0.41
S: -2.27 3.57 1.13
C: 0.85 4.17 2.76
Cl: 2.49 4.26 3.47
C: -0.24 4.04 3.84
C: 0.20 3.50 5.21
H: -1.75 0.81 0.06
H: -1.79 0.41 1.76
H: -1.29 -0.80 0.60
H: 0.82 -0.20 1.18
H: 0.58 1.08 0.01
H: -0.39 1.70 2.75
H: 2.62 4.60 0.80
H: 3.38 2.56 1.38
H: -0.01 4.93 0.06
H: -0.32 2.87 -0.71
H: 0.74 5.13 2.26
H: -1.07 3.42 3.50
H: -0.61 5.05 4.00
H: 0.70 4.26 5.81
H: 0.80 2.60 5.13
H: -0.71 3.21 5.73
C: 3.33 1.28 -3.01
C: 3.37 -0.21 -2.81
O: 3.84 -0.68 -4.05
C: 4.61 0.32 -4.60
O: 5.34 0.20 -5.52
O: 4.40 1.48 -3.93
F: 2.13 -0.73 -2.56
H: 2.39 1.60 -3.46
H: 3.49 1.85 -2.10
H: 4.05 -0.55 -2.02
C: -4.47 -0.99 4.05
C: -3.18 -0.28 4.38
O: -3.38 1.00 3.79
C: -4.72 1.24 3.79
O: -5.21 2.31 3.60
O: -5.40 0.10 4.03
F: -2.10 -0.86 3.79
H: -4.43 -1.46 3.06
H: -4.76 -1.72 4.79
H: -3.00 -0.14 5.45
C: 3.39 3.93 -5.35
C: 3.84 5.15 -4.56
O: 2.62 5.59 -3.96
C: 1.81 4.51 -3.83
O: 0.84 4.46 -3.15
O: 2.28 3.47 -4.56
F: 4.33 6.12 -5.35
H: 3.04 4.21 -6.34
H: 4.15 3.16 -5.44
H: 4.56 4.93 -3.77
C: 2.12 -3.06 4.24
C: 0.95 -2.59 3.42
O: -0.16 -3.10 4.13
C: 0.22 -3.19 5.44
O: -0.51 -3.34 6.36
O: 1.57 -3.08 5.55
F: 0.95 -3.12 2.16
H: 2.43 -4.07 3.95
H: 2.98 -2.40 4.19
H: 0.85 -1.51 3.34
C: -0.83 -2.89 -2.28
C: -1.91 -2.58 -3.29
O: -3.05 -2.39 -2.47
C: -2.62 -1.96 -1.25
O: -3.31 -1.48 -0.42
O: -1.28 -2.16 -1.13
F: -2.13 -3.60 -4.14
H: -0.81 -3.95 -2.05
H: 0.16 -2.56 -2.58
H: -1.74 -1.67 -3.87
C: -2.47 -5.81 4.83
C: -1.68 -7.04 4.47
O: -1.98 -7.92 5.53
C: -3.23 -7.60 5.99
O: -3.89 -8.28 6.68
O: -3.60 -6.38 5.51
F: -0.34 -6.79 4.46
H: -1.93 -5.15 5.50
H: -2.80 -5.25 3.96
H: -1.96 -7.50 3.53
C: 6.64 0.70 -9.30
C: 5.64 1.05 -10.38
O: 4.53 1.53 -9.62
C: 5.02 2.02 -8.46
O: 4.41 2.72 -7.71
O: 6.30 1.63 -8.27
F: 5.25 -0.02 -11.10
H: 6.48 -0.32 -8.93
H: 7.67 0.82 -9.61
H: 5.96 1.84 -11.07
C: 3.32 4.96 -9.89
C: 4.75 5.44 -9.83
O: 4.63 6.80 -10.18
C: 3.38 7.22 -9.81
O: 3.04 8.34 -9.74
O: 2.59 6.14 -9.54
F: 5.54 4.80 -10.73
H: 3.05 4.65 -10.90
H: 3.11 4.15 -9.20
H: 5.21 5.36 -8.84
C: -6.14 2.41 7.81
C: -5.91 1.58 9.05
O: -4.92 0.65 8.60
C: -4.22 1.24 7.61
O: -3.19 0.84 7.18
O: -4.85 2.35 7.17
F: -7.01 0.90 9.42
H: -6.89 1.96 7.16
H: -6.41 3.44 8.02
H: -5.52 2.12 9.91
C: -4.48 -10.09 2.47
C: -5.65 -9.34 1.88
O: -5.22 -7.99 1.97
C: -3.86 -7.99 1.92
O: -3.19 -7.02 1.75
O: -3.38 -9.23 2.12
F: -6.78 -9.49 2.61
H: -4.56 -10.16 3.56
H: -4.34 -11.08 2.05
H: -5.87 -9.57 0.84

---

(7)
ORCA calculation (the ωB97M-V functional and the def2-TZVPD basis) on a 2-piece molecular cluster, C5H9N2O2 overall at a distorted geometry.

Its total energy is -455.3481 hartree. Its net charge is +1. The relative energy (zero: lowest compared OMol25 entry of this formula, charge and spin) comes out at 10.302 eV. Its largest force on an atom is 0.069 Eh/bohr. For the gap between HOMO and LUMO (alpha / beta), the calculation gives 0.2323 / 0.2319 hartree.

CARTESIAN COORDINATES (ANGSTROEM)
C: 1.39 -0.52 0.05
C: 0.41 0.57 0.16
C: 2.84 -0.49 -0.27
C: 0.83 2.00 0.02
C: -3.41 -0.83 -0.17
N: 0.81 -1.61 0.26
N: -0.68 -0.02 0.47
O: -0.51 -1.37 0.39
O: -2.67 0.23 -0.31
H: 3.12 0.37 -0.95
H: 3.50 -0.18 0.60
H: 2.92 -1.54 -0.45
H: 1.92 2.06 0.00
H: 0.24 2.51 -0.80
H: 0.39 2.46 0.94
H: -3.41 -1.61 -0.90
H: -4.45 -0.75 0.12
H: -3.24 -1.29 0.85

---

(8)
ORCA calculation (the ωB97M-V functional and the def2-TZVPD basis) on C14H32N2O5Ru as an isolated structure at a distorted geometry.

Its total energy is -1131.3629 hartree. Its net charge is +4. Its largest force on an atom is 0.029 Eh/bohr. For the gap between HOMO and LUMO (alpha / beta), the calculation gives 0.1463 / 0.1483 hartree.

CARTESIAN COORDINATES (ANGSTROEM)
Ru: -0.14 -0.13 0.40
C: -0.07 2.98 -0.64
C: -1.52 2.62 -0.57
O: -1.60 1.16 -0.45
C: -2.97 0.76 -0.16
C: -3.00 -0.72 -0.16
O: -1.91 -1.15 0.75
C: -1.71 -2.62 0.70
C: -0.32 -2.93 1.22
O: 0.54 -1.98 0.51
C: 1.98 -2.23 0.33
C: 2.44 -1.10 -0.56
O: 1.91 0.12 0.05
C: 2.57 1.37 -0.38
C: 1.99 2.46 0.49
O: 0.55 2.34 0.50
H: 0.06 4.07 -0.59
H: 0.38 2.62 -1.57
H: -2.06 2.93 -1.47
H: -2.00 3.05 0.31
H: -3.63 1.15 -0.95
H: -3.26 1.20 0.80
H: -2.79 -1.15 -1.14
H: -3.94 -1.11 0.22
H: -1.82 -2.92 -0.34
H: -2.48 -3.09 1.31
H: -0.03 -3.95 0.96
H: -0.20 -2.79 2.29
H: 2.10 -3.20 -0.16
H: 2.44 -2.23 1.31
H: 2.06 -1.17 -1.58
H: 3.53 -1.04 -0.57
H: 2.37 1.50 -1.45
H: 3.64 1.26 -0.22
H: 2.29 3.45 0.16
H: 2.32 2.33 1.52
C: -1.62 0.59 4.88
C: -0.93 1.75 4.20
C: -1.67 3.08 4.21
C: 0.49 2.06 5.12
N: -0.42 1.48 2.92
N: -0.09 0.18 2.46
H: -2.00 0.92 5.84
H: -0.97 -0.26 5.08
H: -2.49 0.27 4.29
H: -1.83 3.40 5.24
H: -2.65 2.94 3.74
H: -1.13 3.88 3.69
H: 0.04 2.25 6.10
H: 0.98 2.94 4.71
H: 1.10 1.16 5.11
H: -0.10 2.20 2.27
H: -0.75 -0.46 2.90
H: 0.85 -0.07 2.81